(1)
{"formula": "C7H14N2O", "method": "ωB97M-V with the def2-TZVPD basis set", "species": ["C", "C", "C", "C", "N", "C", "C", "C", "N", "H", "H", "H", "H", "H", "H", "H", "H", "H", "H", "H", "H", "O", "H", "H"], "xyz": [[1.20552, 2.34240, 0.45449], [1.82006, 0.95203, 0.45453], [2.23449, 0.44500, 1.85363], [0.94905, -0.40088, 1.82746], [0.86810, -0.19157, 0.36880], [-0.42090, -0.01138, -0.26026], [-1.17182, -1.34643, -0.33919], [-2.47321, -1.22961, -1.01036], [-3.59893, -1.02698, -1.26060], [0.44758, 2.45186, 1.24377], [1.99677, 3.08206, 0.64155], [0.74263, 2.58052, -0.51307], [2.59857, 0.89411, -0.32230], [3.14918, -0.15954, 1.84135], [2.30732, 1.20755, 2.63793], [1.02361, -1.45315, 2.13647], [0.11428, 0.07402, 2.37221], [-1.04660, 0.72171, 0.28122], [-0.25914, 0.37441, -1.27650], [-0.57025, -2.08728, -0.88532], [-1.34907, -1.74643, 0.67071], [-2.77767, -1.61556, -3.94861], [-2.21302, -2.36994, -3.65853], [-3.57656, -1.48692, -3.30937]], "nbo_charge": [-0.6389, -0.0281, -0.4157, -0.2219, -0.4364, -0.2021, -0.5179, 0.3262, -0.3678, 0.2045, 0.2224, 0.2157, 0.1890, 0.2155, 0.2081, 0.1931, 0.1686, 0.1744, 0.2143, 0.2512, 0.2508, -0.9724, 0.4662, 0.5012], "lumo_ev": 0.72, "charge": 0, "orbital_gap_ev": 9.7, "smiles": "C[C@H]1CCN1CCC#N.O"}

(2)
{"formula": "C7H14N2O3", "method": "ωB97M-V with the def2-TZVPD basis set", "species": ["C", "C", "C", "C", "C", "C", "C", "N", "N", "O", "O", "O", "H", "H", "H", "H", "H", "H", "H", "H", "H", "H", "H", "H", "H", "H"], "xyz": [[-3.18820, -0.27852, -0.28394], [1.69644, -0.93417, 1.35768], [2.57903, 1.25928, 0.35115], [-1.99345, -1.21468, -0.06251], [-0.73662, -1.01321, -0.86046], [1.62835, 0.04265, 0.12743], [0.17576, 0.53866, -0.23517], [-0.23038, 1.32117, 0.82703], [0.15198, 1.42719, -1.41104], [-0.95417, 0.83420, 1.64325], [0.38589, 0.97540, -2.48091], [-0.06314, 2.59937, -1.15095], [-4.05831, -0.87456, -0.41010], [-3.35443, 0.43277, 0.50137], [-2.87983, 0.32143, -1.26107], [0.96457, -1.68965, 1.23797], [2.73075, -1.30191, 1.32106], [1.65387, -0.25908, 2.28595], [3.60641, 1.05249, 0.25500], [2.26356, 2.00306, -0.27982], [2.57990, 1.51180, 1.39085], [-2.35325, -2.21021, -0.44144], [-1.84157, -1.29745, 0.97722], [0.09327, -1.86124, -0.74249], [-0.76563, -0.80252, -1.95558], [1.90922, -0.58228, -0.70048]], "nbo_charge": [-0.5976, -0.6100, -0.6148, -0.4575, -0.3301, -0.1980, 0.1087, 0.1323, 0.5194, -0.2637, -0.3638, -0.3659, 0.2156, 0.2174, 0.1954, 0.2167, 0.2219, 0.2146, 0.2184, 0.2159, 0.2122, 0.2061, 0.2291, 0.2155, 0.2396, 0.2224], "lumo_ev": [-0.26, -0.26], "charge": 0, "orbital_gap_ev": [8.9, 8.9]}

Repeat the second record exactly.
{"formula": "C7H14N2O3", "method": "ωB97M-V with the def2-TZVPD basis set", "species": ["C", "C", "C", "C", "C", "C", "C", "N", "N", "O", "O", "O", "H", "H", "H", "H", "H", "H", "H", "H", "H", "H", "H", "H", "H", "H"], "xyz": [[-3.18820, -0.27852, -0.28394], [1.69644, -0.93417, 1.35768], [2.57903, 1.25928, 0.35115], [-1.99345, -1.21468, -0.06251], [-0.73662, -1.01321, -0.86046], [1.62835, 0.04265, 0.12743], [0.17576, 0.53866, -0.23517], [-0.23038, 1.32117, 0.82703], [0.15198, 1.42719, -1.41104], [-0.95417, 0.83420, 1.64325], [0.38589, 0.97540, -2.48091], [-0.06314, 2.59937, -1.15095], [-4.05831, -0.87456, -0.41010], [-3.35443, 0.43277, 0.50137], [-2.87983, 0.32143, -1.26107], [0.96457, -1.68965, 1.23797], [2.73075, -1.30191, 1.32106], [1.65387, -0.25908, 2.28595], [3.60641, 1.05249, 0.25500], [2.26356, 2.00306, -0.27982], [2.57990, 1.51180, 1.39085], [-2.35325, -2.21021, -0.44144], [-1.84157, -1.29745, 0.97722], [0.09327, -1.86124, -0.74249], [-0.76563, -0.80252, -1.95558], [1.90922, -0.58228, -0.70048]], "nbo_charge": [-0.5976, -0.6100, -0.6148, -0.4575, -0.3301, -0.1980, 0.1087, 0.1323, 0.5194, -0.2637, -0.3638, -0.3659, 0.2156, 0.2174, 0.1954, 0.2167, 0.2219, 0.2146, 0.2184, 0.2159, 0.2122, 0.2061, 0.2291, 0.2155, 0.2396, 0.2224], "lumo_ev": [-0.26, -0.26], "charge": 0, "orbital_gap_ev": [8.9, 8.9]}

Q: What is the formula in the second record?
A: C7H14N2O3